No. 1
DFT (ωB97M-V/def2-TZVPD) results for a molecular structure, C55H43F2NOP3SiTa in a non-equilibrium geometry.

Each line ends with the Löwdin charge.
CARTESIAN COORDINATES (ANGSTROEM)
Ta1 -0.06931 1.08696 0.20476  1.514
C1 4.99752 -2.43761 -4.63903  0.012
C2 3.87880 -1.81454 -5.18856  -0.016
C3 2.77723 -1.54171 -4.39958  -0.068
C4 2.83814 -1.88107 -3.03787  -0.368
C5 3.96048 -2.49651 -2.47051  -0.049
C6 5.03263 -2.78884 -3.29149  -0.012
P1 1.48299 -1.43391 -2.03240  1.187
C7 2.67973 0.65396 -0.92789  -0.539
C8 3.08379 1.48168 -2.13538  -0.159
C9 3.57067 2.84521 -1.89934  0.051
C10 3.76896 3.30185 -0.65234  -0.013
C11 3.38681 2.51123 0.48736  0.014
C12 2.79707 1.28502 0.38241  -0.091
C13 -0.00560 -2.26286 -2.32584  -0.313
C14 0.19805 -3.30056 -3.26837  -0.031
C15 -0.86056 -4.05741 -3.73348  0.003
C16 -2.12494 -3.79469 -3.24739  0.036
C17 -2.31912 -2.79110 -2.28758  -0.052
C18 -1.29706 -1.99813 -1.79027  -0.222
Si1 -1.83333 -0.87879 -0.35724  0.708
C19 -1.84992 -1.98866 1.15355  -0.290
C20 -2.83314 -2.98000 1.23555  -0.062
C21 -2.80863 -3.93333 2.24237  -0.012
C22 -1.77449 -3.93825 3.17319  -0.012
C23 -0.79792 -2.95867 3.12139  -0.068
C24 -0.85301 -1.96950 2.13506  -0.386
P2 0.42739 -0.70448 2.10627  0.972
C25 1.95342 -1.67414 2.14594  -0.371
C26 2.13085 -2.67988 1.18942  -0.117
C27 3.22027 -3.52822 1.27658  -0.056
C28 4.13630 -3.37975 2.31720  -0.020
C29 3.95778 -2.38739 3.26798  -0.022
C30 2.86696 -1.52745 3.18588  -0.056
C31 0.35761 0.32559 3.57302  -0.396
C32 1.06136 1.53937 3.51804  -0.125
C33 1.11671 2.36694 4.63081  -0.034
C34 0.46692 1.98650 5.79698  -0.009
C35 -0.25473 0.79624 5.84383  -0.024
C36 -0.32350 -0.03227 4.73445  -0.071
C37 -3.45302 0.08786 -0.49901  -0.263
C38 -4.60878 -0.50909 -1.01717  -0.067
C39 -5.83936 0.13735 -1.02599  -0.009
C40 -5.96084 1.40983 -0.49237  -0.010
C41 -4.84509 2.01858 0.05382  -0.063
C42 -3.60467 1.37960 0.03638  -0.368
P3 -2.27542 2.26922 0.85842  0.970
C43 -1.83036 3.80056 0.05504  -0.425
C44 -2.53773 4.36814 -1.00551  -0.066
C45 -2.10514 5.57705 -1.52851  -0.009
C46 -0.96446 6.19918 -1.02027  -0.005
C47 -0.24298 5.61873 0.01527  -0.034
C48 -0.67487 4.41823 0.56007  -0.119
C49 -2.85027 2.62925 2.51356  -0.355
C50 -2.87227 1.61749 3.47181  -0.090
C51 -3.42796 1.87181 4.71335  -0.046
C52 -3.96648 3.12346 4.99186  -0.017
C53 -3.94518 4.12878 4.03306  -0.026
C54 -3.37996 3.89170 2.78907  -0.065
H1 5.84927 -2.65283 -5.27123  0.136
H2 3.86411 -1.54828 -6.23752  0.133
H3 1.89921 -1.07229 -4.82912  0.127
H4 3.99507 -2.73641 -1.41403  0.105
H5 5.90031 -3.29037 -2.88367  0.133
H6 2.58676 1.28030 -3.07993  0.151
H7 3.73619 3.47941 -2.76323  0.143
H8 4.15794 4.29771 -0.48625  0.133
H9 3.56003 2.92920 1.47408  0.133
H10 2.61578 0.67750 1.26558  0.066
H11 1.18738 -3.51401 -3.64295  0.112
H12 -0.69161 -4.84464 -4.45546  0.141
H13 -2.97222 -4.37240 -3.59740  0.143
H14 -3.32345 -2.65588 -1.91960  0.080
H15 -3.63439 -3.01735 0.50356  0.108
H16 -3.58637 -4.68517 2.29196  0.132
H17 -1.72671 -4.70817 3.93253  0.132
H18 0.01814 -2.97697 3.83532  0.125
H19 1.37809 -2.83774 0.42204  0.086
H20 3.34632 -4.32849 0.55716  0.120
H21 4.98057 -4.05317 2.39197  0.130
H22 4.66022 -2.28582 4.08487  0.130
H23 2.72856 -0.76343 3.94117  0.114
H24 1.60252 1.82497 2.61770  0.054
H25 1.67466 3.29385 4.59743  0.124
H26 0.52407 2.61811 6.67446  0.133
H27 -0.76102 0.50678 6.75619  0.132
H28 -0.89844 -0.94813 4.78249  0.112
H29 -4.58322 -1.50619 -1.42635  0.083
H30 -6.70419 -0.36592 -1.43890  0.133
H31 -6.91620 1.91793 -0.49099  0.135
H32 -4.94576 2.99560 0.51504  0.121
H33 -3.42279 3.88695 -1.40418  0.118
H34 -2.66211 6.04298 -2.33132  0.133
H35 -0.64683 7.15031 -1.42774  0.133
H36 0.63899 6.10880 0.40650  0.125
H37 -0.15143 3.99497 1.41858  0.101
H38 -2.48065 0.63436 3.23898  0.090
H39 -3.45248 1.09247 5.46451  0.121
H40 -4.41107 3.31488 5.95996  0.130
H41 -4.37027 5.09965 4.25156  0.129
H42 -3.35997 4.68027 2.04627  0.116
O1 3.84591 0.37611 -1.64295  0.088
N1 1.55522 -0.24832 -1.02199  -0.162
F1 0.54479 2.52374 -1.60721  -0.065
C55 -0.63053 1.74375 -1.83535  -0.347
F2 -0.28139 0.79311 -2.75839  -0.043
H43 -1.39456 2.34016 -2.31917  0.126

Force components x, y, z for each atom (eV/Å):
2.13 1.40 -0.39
-0.07 0.01 0.04
0.02 0.01 -0.06
0.05 -0.06 0.00
0.02 0.09 0.20
0.06 0.06 -0.03
0.04 -0.06 -0.03
-0.29 -0.12 -0.27
0.31 0.31 -0.60
-0.11 -0.10 0.15
0.06 -0.13 -0.13
0.05 0.01 0.16
-0.11 0.08 0.06
-0.70 0.09 0.27
0.19 -0.09 -0.04
-0.08 -0.05 0.01
0.01 -0.02 0.00
-0.02 0.05 0.04
0.05 -0.04 0.00
-0.31 0.02 -0.14
0.59 0.97 0.67
-0.12 -0.03 -0.05
-0.05 -0.01 0.03
-0.03 0.00 -0.02
0.00 0.01 0.01
0.01 -0.01 0.00
-0.04 0.03 -0.01
-0.53 -0.83 -0.38
0.08 0.24 -0.01
0.01 -0.01 0.03
0.00 0.01 -0.01
0.00 0.01 -0.02
0.03 0.02 0.00
0.05 0.03 -0.06
0.07 0.24 -0.23
-0.14 0.04 0.00
-0.06 0.07 -0.04
-0.01 -0.02 0.00
0.00 -0.02 0.00
0.05 0.00 0.10
-0.11 -0.31 -0.33
-0.05 0.10 -0.01
0.07 -0.06 0.00
-0.05 -0.01 -0.03
0.01 0.06 0.03
-0.01 0.14 -0.10
-0.52 -0.95 0.21
0.20 -0.07 0.06
0.07 0.07 -0.06
0.00 -0.05 -0.02
0.01 -0.02 0.04
0.08 0.00 -0.05
0.01 -0.03 -0.04
0.28 0.14 0.06
-0.08 0.00 -0.05
-0.03 -0.04 0.01
0.00 0.00 -0.01
0.00 0.03 -0.02
0.07 0.00 0.07
-0.01 -0.02 0.01
0.01 -0.02 0.02
0.00 -0.02 0.00
0.00 0.02 -0.03
0.00 0.04 -0.01
0.03 -0.04 -0.01
-0.05 0.01 0.05
0.02 -0.03 0.01
-0.01 -0.01 -0.02
0.22 -0.08 -0.06
0.03 -0.03 0.02
0.00 0.02 0.00
0.01 0.02 0.03
0.01 -0.08 -0.04
0.02 -0.01 0.05
0.04 0.00 0.00
-0.03 0.03 0.00
-0.02 0.01 0.01
-0.03 -0.08 0.04
-0.01 0.00 0.03
-0.02 0.01 0.00
-0.01 0.00 -0.01
0.00 -0.02 0.01
0.04 0.00 0.10
-0.01 -0.01 0.00
-0.01 -0.02 -0.01
0.02 0.02 -0.01
0.03 0.00 0.00
-0.05 0.01 -0.01
0.01 0.02 0.00
0.01 -0.01 0.02
-0.01 -0.01 -0.03
0.00 0.01 0.02
0.01 0.01 0.02
0.00 -0.02 -0.01
-0.03 0.02 0.00
-0.06 0.03 0.08
-0.02 -0.03 0.01
-0.03 0.02 -0.02
0.01 0.00 -0.01
0.00 -0.02 0.01
0.01 0.01 0.02
0.01 0.04 0.17
-0.77 0.36 0.37
-0.30 -0.39 0.58
-0.08 -1.73 -0.57
0.01 0.38 -0.31
-0.12 0.38 0.46

LUMO: -12.61 eV
total charge: +4
relative energy (zero: lowest compared OMol25 entry of this formula, charge and spin): 0.0 kcal per mole
electronic energy: -3820.4696 Eh
multiplicity: 1
highest occupied orbital energy: -0.6735 hartree
M: 1073.9 g/mol


No. 2
DFT (ωB97M-V/def2-TZVPD) results for a molecular structure, C55H44ClF6P4PtSi.

Each line ends with the Mulliken spin population.
CARTESIAN COORDINATES (ANGSTROEM)
Pt1 0.41235 0.23102 -0.19878  0.404
C1 -4.90866 2.41723 -2.19925  0.016
C2 -5.10354 1.10762 -1.78696  -0.005
C3 -4.16268 0.47805 -0.98257  0.010
C4 -3.03469 1.17599 -0.55322  0.054
C5 -2.84427 2.49649 -0.97002  0.047
C6 -3.77160 3.10863 -1.79904  -0.003
P1 -1.81326 0.44094 0.56694  0.070
C7 -1.88471 1.44343 2.07001  0.020
C8 -2.64705 1.13561 3.19597  0.007
C9 -2.72214 2.03966 4.24572  -0.004
C10 -2.02751 3.24074 4.19139  0.008
C11 -1.23037 3.53250 3.09149  0.002
C12 -1.16009 2.63545 2.03586  0.081
C13 -2.37157 -1.25874 0.86244  0.032
C14 -3.61539 -1.49115 1.46303  0.003
C15 -4.06287 -2.78275 1.68234  0.001
C16 -3.27972 -3.85938 1.28479  0.000
C17 -2.06304 -3.63197 0.66223  -0.006
C18 -1.58501 -2.33572 0.43136  -0.007
Si1 0.11592 -2.12721 -0.33997  0.483
C19 0.30673 -2.70698 -2.10333  0.066
C20 0.46242 -4.05518 -2.45729  0.001
C21 0.72559 -4.43749 -3.76248  0.005
C22 0.83648 -3.47600 -4.75878  0.013
C23 0.64344 -2.14233 -4.44648  0.012
C24 0.38031 -1.75829 -3.12732  -0.013
P2 -0.03424 -0.01274 -2.84361  0.437
C25 -1.32787 0.22617 -4.08069  0.099
C26 -2.54931 -0.40386 -3.83525  0.051
C27 -3.54952 -0.38063 -4.79158  -0.010
C28 -3.33933 0.27331 -5.99844  0.039
C29 -2.11778 0.88060 -6.26086  -0.001
C30 -1.11004 0.86069 -5.30909  0.046
C31 1.34562 1.06300 -3.21123  0.360
C32 1.09188 2.55152 -3.39238  -0.033
C33 2.32572 3.25191 -3.87131  0.364
C34 3.56955 2.69435 -3.80944  -0.013
C35 3.75010 1.36316 -3.41015  0.384
C36 2.61012 0.55611 -3.14060  0.111
C37 1.23671 -3.06769 0.84331  0.007
C38 1.49338 -4.44252 0.79669  0.021
C39 2.27000 -5.07843 1.75858  0.014
C40 2.80401 -4.35998 2.81772  -0.002
C41 2.55222 -3.00333 2.90663  0.032
C42 1.78325 -2.35813 1.91898  -0.007
P3 1.46848 -0.58379 2.11396  0.340
C43 0.44469 -0.43035 3.58421  0.061
C44 0.39107 0.77204 4.30415  0.038
C45 -0.39601 0.85483 5.44144  -0.004
C46 -1.16649 -0.23071 5.83772  0.024
C47 -1.16108 -1.40117 5.09172  -0.006
C48 -0.35416 -1.51033 3.96864  0.013
C49 3.19773 -0.15958 2.51654  0.308
C50 4.16468 -0.46043 1.44563  0.246
C51 5.51543 -0.27849 1.63298  0.014
C52 5.94039 0.24419 2.83645  0.218
C53 4.99534 0.54342 3.89932  0.220
C54 3.65262 0.32983 3.73989  -0.033
H1 -5.64281 2.90205 -2.83303  0.001
H2 -5.99213 0.56791 -2.09265  0.000
H3 -4.32544 -0.54863 -0.68282  0.000
H4 -1.97796 3.06261 -0.64574  0.014
H5 -3.61255 4.13210 -2.11759  0.000
H6 -3.16394 0.19187 3.28045  0.001
H7 -3.32253 1.79784 5.11662  0.001
H8 -2.09869 3.94496 5.01188  0.000
H9 -0.65706 4.45136 3.05125  0.001
H10 -0.51315 2.86166 1.19808  -0.010
H11 -4.25649 -0.66052 1.72640  0.002
H12 -5.02508 -2.94888 2.15071  0.000
H13 -3.62535 -4.87287 1.44712  0.000
H14 -1.47207 -4.48984 0.34977  -0.001
H15 0.36556 -4.83105 -1.71246  0.002
H16 0.84080 -5.48772 -4.00538  0.000
H17 1.04748 -3.76645 -5.78100  0.001
H18 0.68879 -1.39745 -5.23293  -0.002
H19 -2.70387 -0.93410 -2.90306  0.005
H20 -4.49269 -0.87767 -4.59944  0.000
H21 -4.12378 0.29637 -6.74484  0.001
H22 -1.94192 1.35880 -7.21681  0.001
H23 -0.14485 1.27999 -5.55793  0.013
H24 0.29633 2.72671 -4.11101  0.017
H25 2.19919 4.27244 -4.21955  -0.006
H26 4.43336 3.28626 -4.08597  0.011
H27 4.74309 0.93822 -3.34303  0.006
H28 2.74954 -0.49705 -2.91442  -0.004
H29 1.07331 -5.04845 0.00883  0.003
H30 2.44709 -6.14448 1.68653  0.000
H31 3.39513 -4.85579 3.57717  0.000
H32 2.93356 -2.45036 3.75891  -0.002
H33 0.94217 1.64152 3.96844  0.000
H34 -0.41965 1.77665 6.01024  0.000
H35 -1.78534 -0.15917 6.72427  0.000
H36 -1.77261 -2.24180 5.39457  0.000
H37 -0.34160 -2.43675 3.40521  0.007
H38 3.78603 -0.81011 0.49182  0.048
H39 6.22124 -0.50114 0.84419  0.004
H40 6.99304 0.44974 2.99586  -0.011
H41 5.36896 0.93558 4.83808  -0.005
H42 2.96197 0.54037 4.54264  0.008
Cl1 -0.41756 4.64823 -2.46701  0.010
C55 0.58397 3.22706 -2.09312  0.148
H43 1.41027 3.55418 -1.47618  -0.035
H44 -0.03371 2.54563 -1.50460  0.035
F1 2.28119 1.69672 0.05869  0.068
P4 2.77242 3.04586 1.01271  0.003
F2 4.16384 2.24944 1.22535  0.018
F3 3.34014 3.69913 -0.31323  0.004
F4 3.24121 4.22840 1.93643  0.001
F5 2.15742 2.23422 2.28740  0.011
F6 1.33351 3.69321 0.75618  -0.006

Force components x, y, z for each atom (eV/Å):
0.22 0.08 0.86
-0.01 0.03 -0.05
0.02 -0.05 -0.03
-0.06 0.04 0.00
0.06 0.05 -0.09
-0.01 0.00 -0.07
0.03 0.03 0.05
0.38 -0.28 -0.11
-0.05 0.02 0.14
-0.10 0.13 -0.06
-0.18 0.10 -0.14
-0.08 0.11 -0.12
-0.04 -0.01 0.04
-0.02 -0.01 0.04
-0.18 0.01 0.05
0.04 -0.06 -0.03
0.00 0.03 0.01
0.01 -0.02 -0.02
-0.01 -0.01 -0.04
-0.21 -0.25 0.08
-0.07 0.55 0.07
-0.04 -0.31 -0.10
-0.05 0.13 -0.07
0.00 -0.02 0.00
-0.01 0.01 -0.03
-0.03 0.06 0.00
0.16 -0.04 -0.09
-0.14 -0.44 -0.80
0.03 0.10 0.03
-0.04 0.00 -0.01
-0.02 -0.03 0.06
-0.02 0.02 -0.03
0.04 0.01 0.01
-0.04 -0.01 0.01
-0.38 0.42 0.47
0.19 -0.17 0.13
-0.22 0.15 -0.05
0.15 -0.24 0.02
0.01 0.01 -0.02
0.33 0.01 -0.08
0.25 -0.09 0.02
0.06 0.01 0.11
-0.08 -0.01 -0.12
0.00 0.05 0.04
-0.12 0.10 -0.12
0.12 -0.22 0.32
-0.39 0.01 -0.41
0.13 0.15 0.18
0.07 -0.08 0.05
0.26 -0.11 0.04
0.05 -0.14 0.07
-0.01 0.01 0.06
0.01 -0.01 -0.02
0.48 -0.13 -0.58
-0.47 0.12 0.45
-0.07 0.00 0.06
-0.24 0.16 0.49
0.48 -0.09 -0.37
0.05 -0.16 -0.10
0.05 -0.04 0.06
0.05 0.02 0.01
0.00 0.04 -0.05
-0.07 -0.01 0.02
0.01 -0.07 0.02
-0.03 0.00 -0.02
0.05 0.03 -0.09
0.01 -0.03 -0.03
-0.04 -0.04 0.00
-0.10 -0.01 0.04
0.00 0.01 0.05
0.03 0.01 -0.02
0.01 0.03 0.00
-0.04 0.07 0.03
-0.03 0.01 -0.03
-0.01 0.07 0.01
0.00 0.02 0.06
-0.01 -0.02 0.02
-0.04 0.02 0.03
0.05 0.03 0.00
0.04 -0.01 0.03
-0.01 -0.02 0.05
0.02 0.07 0.06
-0.18 -0.09 -0.22
0.01 -0.08 0.05
-0.04 -0.01 0.02
-0.09 0.00 0.00
0.03 0.04 0.00
0.04 -0.03 0.01
-0.01 0.03 -0.01
-0.01 0.02 -0.03
-0.04 0.00 -0.04
0.00 -0.08 0.05
0.03 -0.09 -0.03
0.03 -0.01 -0.03
0.01 0.02 -0.01
0.00 0.03 0.02
-0.07 -0.02 0.06
-0.04 0.02 0.03
-0.09 -0.02 0.07
0.05 0.01 -0.09
-0.03 0.01 0.00
0.07 0.01 0.03
0.12 0.02 -0.09
-0.02 0.03 -0.04
-0.11 -0.08 -0.03
-0.05 0.13 -0.07
0.41 -0.25 0.02
0.00 0.05 0.05
0.03 0.14 -0.22
-0.05 0.08 0.02
-0.18 0.11 0.04
-0.03 0.11 -0.01

LUMO (alpha / beta): -5.43 / -9.24 eV
total charge: +2
expectation value of S²: 8.8015
electronic energy: -4955.4741 Eh
multiplicity: 6
highest occupied orbital energy (alpha / beta): -0.4045 / -0.4935 hartree
M: 1201.5 g/mol


Look up the electronic energy of the second one.
-4955.4741 Eh